1.
The molecule C20H38O4 at a distorted geometry, computed with ωB97M-V/def2-TZVPD.

Geometry as XYZ:
```
62
Properties=species:S:1:pos:R:3:forces:R:3:mulliken_charge:R:1
C -3.34752 1.51690 -0.98971 0.09 -0.01 -0.10 -1.27
C -0.25563 3.58019 -0.12952 -0.12 0.15 -0.08 -0.80
H 1.98023 -1.21987 3.13766 0.03 -0.15 -0.06 0.34
C -2.39828 0.85942 1.32792 0.02 -0.02 -0.12 0.30
H -2.77740 0.05623 3.31768 0.10 0.04 -0.15 0.39
H -1.29295 -2.13784 -3.28005 0.13 0.08 0.08 0.45
H -0.77463 -2.92041 2.08049 -0.06 0.15 -0.17 0.37
C -2.63154 2.86835 -0.84418 0.08 0.05 -0.08 -1.04
C 1.80963 -2.13255 2.56002 -0.04 -0.03 0.05 -1.19
H -0.24748 -3.90145 -2.07658 0.05 0.13 0.10 0.48
H 1.18146 -3.98089 0.68223 -0.04 0.16 -0.06 0.41
H 0.44478 -1.84378 -3.49410 -0.13 -0.06 0.10 0.48
H -0.22160 0.01229 2.45942 -0.15 -0.08 0.13 0.34
H 1.76453 -1.78296 -1.35921 -0.07 -0.12 0.02 -0.19
C -0.53804 -1.94305 1.63065 0.06 -0.13 -0.02 -0.14
H -1.39795 1.31434 1.31412 -0.26 0.14 -0.02 -0.42
C 0.35588 0.41690 -2.63638 0.18 0.10 -0.25 0.34
H -1.13420 -1.85524 0.71691 0.16 0.07 0.18 -0.31
C 3.55260 0.67191 0.75427 -0.14 -0.25 0.06 -0.54
O 3.08440 -2.61463 2.08755 -0.27 0.40 0.60 -0.40
C 2.98978 -2.90183 0.77329 -1.91 0.18 1.19 0.38
H -2.81255 3.29349 0.15173 0.05 -0.12 -0.11 0.35
H 1.80381 3.90753 0.46045 -0.08 -0.04 -0.14 0.45
H -2.99899 -1.10052 2.01423 0.07 0.11 0.19 0.36
H -0.79871 -2.74703 -0.86729 0.09 -0.11 -0.25 0.07
H -1.86899 -0.00393 -0.59955 -0.34 0.08 0.29 -0.75
H 4.56026 1.00114 1.02633 -0.17 -0.04 -0.01 0.37
H 2.02067 -3.49539 -1.63846 -0.07 0.18 0.04 0.53
H 0.33756 1.23405 -1.90556 0.23 -0.76 -0.94 -0.78
H -0.82107 1.69601 -1.02345 -0.52 0.59 0.34 -2.08
H -0.55291 3.37415 0.90916 0.05 -0.05 -0.18 0.24
H 0.79036 1.26179 0.17855 0.14 0.05 -0.03 -0.26
C -0.06725 -2.89854 -1.66751 -0.09 -0.03 0.02 -0.37
O 2.66646 1.76599 0.87714 0.15 0.36 -0.09 -0.50
C 1.24782 3.33968 -0.29354 0.01 -0.04 0.02 -1.36
C -2.35547 -0.27870 2.36330 -0.03 -0.11 0.01 -1.41
H -0.47362 4.64336 -0.30622 0.07 -0.14 0.12 0.46
H 1.35743 -2.89095 3.21354 0.10 0.09 -0.09 0.45
C -1.11146 2.75165 -1.09164 -0.26 0.19 0.18 1.72
H -3.06999 3.57957 -1.55618 0.06 -0.08 0.15 0.43
O -0.53331 -0.58056 -2.17415 0.37 -0.08 0.05 -0.16
C 1.36521 -2.78042 -1.12650 0.11 0.11 -0.08 -0.35
C -0.36699 -1.87233 -2.75132 -0.03 -0.04 -0.24 -1.03
H 0.04822 0.81390 -3.61545 0.02 -0.10 0.08 0.29
H -0.87510 3.05973 -2.12099 -0.05 -0.10 0.13 0.67
C -0.93445 -0.81622 2.59332 0.05 0.05 0.13 -0.77
H -0.82458 -1.15204 3.63268 0.04 0.01 -0.17 0.44
H -3.25716 1.20552 -2.04038 -0.07 -0.05 0.15 0.34
C 1.66441 1.86958 -0.12041 0.13 -0.16 0.19 1.03
H -4.42311 1.63228 -0.79758 0.20 0.07 0.07 0.39
H -3.08545 1.64950 1.65358 -0.03 -0.19 0.00 0.57
H 1.38581 0.04343 -2.71922 -0.14 -0.05 -0.02 0.42
C 1.53257 -2.98186 0.37114 -0.29 -0.09 0.05 -0.35
H -3.46721 -0.43191 -0.03383 -0.01 0.20 -0.08 0.77
C 0.95437 -1.91314 1.30633 -0.23 -0.08 -0.03 2.49
H 3.57231 0.28755 -0.27478 0.07 0.04 0.12 0.25
H 2.04440 1.44065 -1.05977 0.05 0.20 0.33 0.16
H 3.25707 -0.15021 1.42425 0.17 0.20 -0.17 0.11
H 1.20367 -0.93985 0.85264 -0.08 -0.11 0.19 -1.30
H 1.56438 3.71338 -1.27680 0.02 -0.09 0.16 0.28
C -2.75914 0.40637 -0.09937 0.13 -0.11 0.02 0.40
O 3.93462 -2.99873 0.09905 2.43 -0.54 -1.82 -0.55
```
Forces are in eV/Å.

structure (SMILES) = COCCCCCCCCCCC[C@H]1COC(=O)[C@@H]1CCCOC
relative energy (zero: lowest compared OMol25 entry of this formula, charge and spin) = 0.0 kJ/mol

2.
C20H39AuCl3N3O3Si as an isolated structure at a distorted geometry, computed with ωB97M-V/def2-TZVPD.

Geometry as XYZ:
```
70
Properties=species:S:1:pos:R:3:forces:R:3:mulliken_charge:R:1
H 3.21404 -3.87246 -0.45514 0.00 0.13 -0.22 0.37
N 2.95738 -1.80103 -0.29859 0.07 -0.04 0.56 0.30
C -0.86601 -2.36312 -1.10113 -1.84 -0.60 1.18 -0.08
C -1.87191 -3.22547 2.51523 0.09 0.23 -0.35 -0.77
H -2.41871 4.11766 -1.31138 0.22 -0.11 0.04 0.39
C 3.09878 -0.53468 -0.98190 0.31 0.10 -0.19 -0.87
C -0.80851 -2.91578 0.34509 -0.04 -0.16 -0.76 0.48
H -1.40637 3.65446 0.06428 -0.06 0.20 -0.39 -0.45
H -0.71289 -4.35953 3.97812 -0.09 0.24 -0.47 0.39
Cl -0.22050 0.97957 -1.32983 -0.17 0.63 -0.84 0.13
C 0.30072 -4.18489 2.07603 -0.23 0.06 0.11 -0.82
H 1.12092 5.84457 3.14703 0.16 -0.08 0.25 0.30
C -1.26026 -3.36929 -2.22271 0.22 -0.33 0.42 0.18
Si -0.32618 2.96703 -2.10557 0.20 0.24 0.19 0.25
H -0.52703 -0.10915 3.03532 0.17 0.04 0.04 0.26
H 3.99280 -2.91054 -1.74183 -0.12 -0.07 0.13 0.37
H 2.50180 -2.88289 1.38335 0.34 0.81 -0.08 0.34
Cl 1.43053 3.13518 1.00062 0.16 -0.04 -0.10 -0.65
H -0.17092 -6.41512 -3.18575 -0.12 0.26 0.07 0.38
H -0.98029 5.07175 -0.89989 0.07 -0.21 -0.07 0.34
H -2.76995 -2.15625 -3.11695 0.21 -0.19 -0.07 0.30
H -0.55196 6.32863 2.14501 -0.30 -0.20 0.02 0.23
Au -0.51449 1.92100 1.33617 0.28 -0.76 0.50 1.10
H -2.15020 3.39995 3.49931 0.11 -0.07 0.34 0.43
C -1.15597 2.96673 -3.77633 -0.03 -0.18 -0.15 -1.06
C 2.63786 -1.83365 1.01085 -0.08 -0.18 0.17 0.02
H 0.32643 1.10000 3.80747 0.07 0.00 -0.06 0.33
H 1.04641 4.94108 4.71192 -0.03 0.13 -0.26 0.29
C -0.76163 -3.95591 2.95880 -0.03 0.04 -0.16 -0.58
C -1.84273 -2.67280 -3.41008 0.29 0.14 -0.33 -1.58
H -2.13007 2.45952 -3.76380 0.25 0.07 0.00 0.30
H 1.10747 0.08919 2.62613 -0.54 0.37 0.30 0.33
H 2.16417 2.80580 -1.97914 -0.18 0.16 -0.08 0.24
O -0.63849 2.86228 4.81121 -0.39 0.47 -1.14 -0.68
H 1.17789 -4.73255 2.41994 -0.23 0.01 -0.08 0.42
N 0.23536 0.56093 2.94885 0.17 -0.18 -0.44 -0.73
H 1.65064 3.93762 -3.26206 -0.08 -0.18 0.15 0.36
H -0.52763 2.53385 -4.56899 -0.22 0.07 0.25 0.28
C -1.13924 3.56550 3.92484 0.53 0.38 0.34 -0.13
H -1.61387 5.01179 1.57346 0.11 0.26 0.20 0.15
C -1.37765 4.05151 -0.96609 -0.18 -0.26 0.08 -0.35
N -0.52697 4.63631 3.35207 -0.24 -0.50 0.25 0.23
O 0.24752 -1.79467 -1.58615 0.65 0.01 -0.08 -0.34
H -2.10569 5.99473 2.97827 0.33 -0.04 -0.22 0.33
C -0.78791 -5.53067 -3.38640 -0.39 -0.31 -0.38 -1.62
C 1.43967 3.58568 -2.24139 0.12 0.14 -0.19 -0.99
H 4.16654 -0.34622 -1.18921 -0.34 0.01 -0.03 0.35
H 2.54569 -0.60825 -1.92196 0.05 0.26 0.08 0.35
H -1.74575 -5.90184 -3.77085 0.09 0.02 0.00 0.36
H -0.73011 -5.15847 -1.21572 0.31 0.43 -0.12 0.43
C -1.87596 -2.69507 1.21738 0.12 -0.19 -0.01 -0.48
H 1.08511 -3.92716 0.07939 -0.56 0.17 0.35 0.86
O 2.47746 -0.84782 1.73850 0.10 -0.75 -0.61 -0.74
H 1.51151 4.11874 3.19588 -0.28 0.29 0.29 0.24
H -2.74020 -3.02613 3.15026 0.42 -0.18 -0.08 0.40
C 0.25940 -3.69929 0.76811 0.23 -0.14 0.12 -0.39
H -2.06657 -3.35672 -4.23806 0.09 0.21 0.22 0.43
H -1.34128 4.02054 -4.02884 0.06 -0.15 0.00 0.31
H -1.68622 -1.59586 -1.10604 0.44 -0.15 -0.03 0.46
H -2.71511 -2.10885 0.84440 0.11 -0.09 0.30 0.42
Cl -2.51850 0.73589 1.31215 -0.17 0.21 0.16 -0.59
C -0.94142 -4.67019 -2.16860 0.12 0.37 0.25 0.34
H -0.30490 -4.95936 -4.18696 -0.12 -0.17 0.07 0.38
H -1.13576 -1.90163 -3.74053 -0.23 -0.06 -0.16 0.33
H 2.21416 -3.11864 -1.75012 0.22 -0.07 0.05 0.25
H 1.61606 4.43057 -1.56680 -0.09 -0.21 -0.05 0.33
C -1.24314 5.54165 2.46110 -0.48 -0.25 0.03 -0.58
C 3.10071 -3.00270 -1.11255 -0.05 0.27 0.38 -0.95
H 2.71257 0.27509 -0.35807 -0.02 -0.18 -0.14 0.16
C 0.86937 4.89980 3.62884 0.43 -0.15 0.45 -0.78
```
Forces are in eV/Å.

expectation value of S² = 2.009
spin multiplicity = 3
relative energy (zero: lowest compared OMol25 entry of this formula, charge and spin) = 0.0 kJ/mol

3.
C20H39Cl3ErN3O3Si as an isolated structure at a distorted geometry, computed with ωB97M-V/def2-TZVPD.

Geometry as XYZ:
```
70
Properties=species:S:1:pos:R:3:forces:R:3:mulliken_charge:R:1
C 0.70692 -0.93287 -3.97187 0.10 -0.10 0.09 -1.54
H -6.23963 0.64221 -1.08816 0.36 -0.15 -0.10 0.37
Si 3.90237 0.51159 0.16059 -0.75 -0.49 0.02 0.34
O -1.07260 -1.21441 1.67018 -0.92 -0.75 -0.59 -0.57
H -2.69300 -1.84842 -1.22497 -0.26 0.53 -0.41 0.56
H 1.67417 5.01512 5.48910 0.15 -0.22 -0.13 0.33
Cl 0.46609 2.73194 0.00205 0.05 0.04 0.39 -0.59
N 1.09807 3.22306 4.54236 -0.20 0.08 -0.07 0.24
H 0.80665 -1.42709 -4.94004 0.26 0.11 0.04 0.47
H 2.34144 4.72659 3.84962 0.01 -0.11 0.49 0.29
C 3.89993 2.28735 0.73819 0.04 0.33 0.14 -0.80
H -2.02408 -3.76913 -4.87131 0.16 -0.01 -0.10 0.41
H -2.97539 -4.21660 0.38583 0.24 -0.12 -0.21 0.32
C 0.67645 2.35010 5.63843 -0.02 -0.14 0.14 -0.92
H -1.49242 -5.08498 -0.14894 -0.25 0.19 0.07 0.35
H 1.39204 -1.39942 -3.24543 -0.25 0.11 -0.19 0.12
H 2.98617 3.81034 5.25522 -0.30 0.11 -0.16 0.32
C -5.18900 0.48289 -1.35077 -0.06 0.28 -0.09 -0.50
H 0.85954 3.79544 2.54190 -0.02 -0.25 0.33 0.49
H 4.99880 -1.58482 0.76749 -0.17 0.22 0.27 0.26
H 2.90062 2.70404 0.94288 0.35 -0.22 -0.14 0.10
H -2.72721 0.82378 1.89305 0.15 0.38 -0.33 0.27
C -0.72296 -0.99091 -3.53006 -1.23 -0.04 0.01 0.51
H -1.16525 -2.68084 -5.96304 0.00 -0.13 0.13 0.36
C 4.66852 0.39266 -1.52695 -0.02 -0.05 -0.24 -1.06
C -3.11637 1.36517 -2.24753 -0.34 -0.26 0.12 -0.15
C -2.04396 -4.14024 -0.19012 -0.28 0.36 -0.21 -0.88
H -0.28750 -3.48210 -4.64409 -0.32 0.21 -0.05 0.35
H 4.52969 2.40486 1.63322 -0.17 -0.11 -0.18 0.34
H -2.41263 1.27255 0.31290 0.11 0.07 0.47 0.05
C -1.24324 -3.00174 -4.91276 0.03 -0.49 -0.51 -1.75
C 0.56609 3.08826 3.34071 -0.35 -0.94 0.25 0.11
H -2.49035 2.15215 -2.68118 -0.42 -0.14 0.14 0.38
H -5.13021 -1.57487 -0.67668 -0.02 0.10 -0.03 0.45
H 1.00152 0.12349 -4.05878 0.02 -0.26 -0.06 0.30
N -1.21373 -3.09072 0.39301 -0.12 0.18 0.41 0.37
H 4.76512 -0.65744 -1.82975 -0.03 0.21 0.00 0.29
H -2.88168 -2.00573 0.94061 1.01 0.01 0.50 0.42
O -0.23265 2.14263 3.09042 0.46 1.55 0.47 -0.55
H -2.67474 -1.78596 -3.76876 0.37 0.00 0.14 0.42
C -2.51181 0.13542 -2.00939 0.78 0.07 -0.73 -0.69
Cl 1.63969 -0.32135 3.47470 0.27 0.04 0.17 -0.62
H -2.29264 -3.91464 -1.23985 0.18 -0.13 0.24 0.27
C -4.46709 1.54048 -1.92304 0.15 -0.01 0.04 -0.69
H 0.48359 -4.25075 0.08948 0.04 0.11 0.18 0.38
H 4.35025 2.90157 -0.06062 -0.23 -0.17 0.25 0.31
H 5.36888 -0.32741 1.98021 -0.13 -0.15 -0.16 0.35
C -3.22207 -0.91410 -1.44095 -0.51 -0.10 0.33 0.52
C -1.02951 -0.06521 -2.34845 -0.26 0.21 -0.81 -0.04
O -0.37998 -0.64257 -1.34132 0.42 -0.54 2.35 0.14
H 3.78293 -1.12665 2.01122 0.23 0.15 -0.21 0.26
C -1.61181 -1.87413 -4.00935 0.37 0.59 0.14 0.20
Cl 1.87732 -0.29884 -0.13775 2.23 0.19 -0.76 0.01
H 5.67495 0.83442 -1.49846 -0.18 -0.07 -0.04 0.36
H -0.60659 0.93237 -2.60665 -0.23 0.19 -0.03 0.22
H 0.03454 1.55825 5.23804 0.30 0.28 0.15 0.26
H -2.09785 2.34503 1.56460 -0.19 -0.41 -0.24 0.29
C -1.76117 -2.05832 1.02799 0.85 -0.09 -0.02 -0.06
H 0.12574 2.93212 6.39264 0.18 -0.08 -0.23 0.33
C 4.57265 -0.74819 1.34773 0.47 -0.12 0.18 -0.92
H 4.07296 0.92328 -2.28750 0.20 -0.15 0.29 0.28
C 2.08231 4.25201 4.81067 0.11 0.39 -0.23 -0.89
H -4.93789 2.50964 -2.12289 0.04 -0.43 0.18 0.37
Er 0.23119 0.61910 1.58279 -1.75 -0.30 -1.46 0.88
H 0.76512 -2.74988 1.04314 -0.17 -0.19 -0.21 0.30
N -2.09698 1.36047 1.28971 -0.30 -0.04 -0.11 -0.43
H 0.51819 -2.66130 -0.72941 -0.26 0.03 0.23 0.11
C 0.23602 -3.19221 0.19099 -0.01 0.09 -0.04 -0.78
C -4.56950 -0.75236 -1.11246 0.26 0.45 -0.14 -1.28
H 1.55698 1.89585 6.10762 -0.18 0.10 -0.16 0.32
```
Forces are in eV/Å.

expectation value of S² = 3.752
spin multiplicity = 4

| no. | E (Ha) |
| --- | --- |
| 1 | -1085.77581 |
| 2 | -2981.24061 |
| 3 | -3860.85149 |